Record 1
C2H4P2 | ωB97M-V/def2-TZVPD

```
8
Properties=species:S:1:pos:R:3:forces:R:3:mulliken_charge:R:1
C 2.636 -0.256 -0.640 4.487 -2.594 -0.986 0.420
C 1.728 0.464 -0.471 -3.056 1.296 0.563 -0.676
P 0.474 1.596 -0.033 -0.919 0.591 0.595 -0.164
P -1.654 0.737 -0.544 -1.150 0.231 0.423 -0.141
H 3.593 -0.778 -0.820 -1.381 0.481 0.202 0.354
H 0.646 1.320 1.335 -0.244 0.136 0.227 0.061
H -0.978 -0.331 -1.117 -0.273 -0.815 -0.087 0.056
H -2.728 0.043 0.449 2.536 0.674 -0.937 0.090
```
Positions in Å, forces in eV/Å.

Values from the calculation:
**Relative energy (zero: lowest compared OMol25 entry of this formula, charge and spin)**: 57.4 kcal per mole
**E**: -761.16347 Ha
**Frontier orbital gap**: 8.8629 eV
**Charge**: 0
**LUMO energy**: -0.23 eV

Record 2
CH6N2O2 | ωB97M-V/def2-TZVPD

```
11
Properties=species:S:1:pos:R:3:forces:R:3:mulliken_charge:R:1
N -0.598 -1.539 -0.989 0.862 0.970 1.309 -0.466
O -0.125 -0.892 0.331 -0.907 -2.221 -1.459 -0.320
C 0.109 0.434 0.026 -1.235 0.986 -1.650 0.296
N -0.173 1.222 1.196 0.172 -0.322 0.190 -0.627
O 1.400 0.681 -0.429 0.256 -0.061 -0.021 -0.520
H 0.283 -1.768 -1.454 -0.159 -0.032 0.222 0.252
H -1.051 -2.422 -0.748 0.330 0.312 0.579 0.265
H -0.554 0.621 -0.870 0.696 0.350 0.845 0.347
H -1.007 0.886 1.659 -0.010 0.063 -0.071 0.226
H -0.282 2.199 0.953 0.048 -0.095 0.012 0.234
H 1.998 0.578 0.325 -0.053 0.051 0.045 0.312
```
Positions in Å, forces in eV/Å.

Values from the calculation:
**Relative energy (zero: lowest compared OMol25 entry of this formula, charge and spin)**: 74.3 kcal per mole
**E**: -301.62571 Ha
**Frontier orbital gap**: 10.8173 eV
**Charge**: 0
**LUMO energy**: 1.01 eV

Record 3
C6H17NO2 | ωB97M-V/def2-TZVPD

```
26
Properties=species:S:1:pos:R:3:forces:R:3:mulliken_charge:R:1
C 0.846 -0.245 1.442 -0.055 -0.157 -0.393 1.032
C 0.468 -0.469 -0.870 0.789 -0.254 0.012 0.667
C 0.808 1.233 1.615 -0.140 0.050 -0.147 -1.257
C -0.242 -1.098 1.992 -0.032 -0.024 -0.073 -1.354
C -0.419 -1.486 -1.597 -0.148 0.124 0.202 -1.298
C 0.878 0.702 -1.761 -0.163 0.038 0.057 -1.200
O 2.048 -0.840 1.541 -0.324 0.170 -0.186 -0.480
H 2.750 -0.225 1.287 -0.061 0.020 0.049 0.411
H 1.376 -1.015 -0.619 -0.079 0.059 0.168 0.448
H 0.819 1.458 2.690 0.038 -0.104 -0.060 0.392
H 1.670 1.717 1.152 -0.018 -0.027 -0.009 0.390
H -0.119 1.620 1.185 0.089 0.008 0.032 0.309
H -0.123 -1.149 3.082 0.055 0.033 -0.084 0.447
H -0.163 -2.110 1.597 0.021 0.009 0.011 0.305
H -1.214 -0.680 1.750 0.002 0.049 -0.051 0.307
H 0.115 -1.919 -2.449 0.022 0.057 0.038 0.398
H -1.327 -1.010 -1.962 -0.034 -0.017 -0.011 0.291
H -0.701 -2.309 -0.936 -0.031 0.015 0.004 0.265
H 1.431 0.349 -2.638 0.004 -0.002 0.023 0.397
H 1.519 1.409 -1.226 -0.010 0.017 -0.044 0.254
H -0.011 1.233 -2.104 0.044 0.060 -0.003 0.273
N -2.359 1.158 -1.054 0.051 -0.024 -0.245 -0.565
O -1.692 0.770 0.132 1.017 -0.525 -0.201 -0.544
H -0.502 0.141 -0.212 -1.113 0.486 0.728 -0.277
H -2.625 2.137 -0.943 0.015 -0.168 0.085 0.196
H -3.230 0.629 -1.092 0.059 0.108 0.098 0.192
```
Positions in Å, forces in eV/Å.

Values from the calculation:
**Relative energy (zero: lowest compared OMol25 entry of this formula, charge and spin)**: 122.6 kcal per mole
**E**: -443.84554 Ha
**Frontier orbital gap (spin up / spin down)**: 7.0455 / 7.0474 eV
**Charge**: 0
**LUMO energy (spin up / spin down)**: 0.12 / 0.12 eV

Number 1: strongest force on any atom 5.28 eV/Å. Number 2: strongest force on any atom 2.81 eV/Å. Number 3: strongest force on any atom 1.42 eV/Å.